Below is one molecule with the formula C4H6N2, with properties calculated with ωB97M-V/def2-TZVPD.

The geometry in ORCA input format:
```
! RIJCOSX wB97M-V def2-TZVPD def2/J DEFGRID3
* xyz 0 1
C 2.2088 -0.4888 0.2045
C 0.9662 -0.9845 0.5482
C -0.4950 1.1203 -0.0569
C -1.2241 -0.1825 -0.3845
N 1.8641 -1.2740 -0.7305
N -0.1926 -0.1043 0.6151
H 2.9787 0.2210 0.4520
H 0.9109 -1.9652 1.1043
H 0.0744 1.3969 -0.9822
H -1.0297 1.8487 0.5074
H -2.2579 -0.3652 -0.1403
H -1.0520 -0.6392 -1.3036
*
```

Its highest occupied orbital energy is -9.1 eV. The calculation puts the energy above the lowest of the compared OMol25 structures with the same formula, charge and spin at 4.244 eV. As for the SMILES: C1=N[C@@H]1N1CC1. The largest force on an atom is 3.0 eV Å⁻¹. For the HOMO-LUMO gap, the calculation gives 10.32 eV.